# C31H28BaF8N2O5S2Si

A structure of composition C31H28BaF8N2O5S2Si in a non-equilibrium geometry (wB97M-V/def2-TZVPD, OMol25).

CARTESIAN COORDINATES (ANGSTROEM)
Ba1 0.79089 -0.77866 0.82059
C1 4.32620 -0.35296 4.08810
C2 2.98876 0.03139 3.48217
O1 2.67522 -0.53801 2.44520
C3 2.12189 1.01901 4.11677
C4 2.39964 1.40936 5.44036
C5 1.61264 2.30028 6.12682
C6 0.50977 2.85968 5.46034
C7 0.21278 2.53740 4.16880
C8 0.98865 1.58654 3.42467
O2 0.67739 1.31391 2.23150
H1 4.86128 -0.94848 3.35429
H2 4.17436 -0.94010 4.99625
H3 4.91576 0.52344 4.35769
H4 3.25792 0.97308 5.93597
H5 1.83231 2.56637 7.15272
H6 -0.12316 3.57216 5.98056
H7 -0.62546 2.98294 3.64913
F1 0.49351 -1.79657 4.07264
C9 -0.82581 -1.94463 4.05832
F2 -1.39797 -0.89812 4.64912
F3 -1.18038 -3.04494 4.72897
S1 -1.46764 -2.13077 2.31542
O3 -2.68307 -2.88921 2.49271
O4 -1.60764 -0.77138 1.79362
O5 -0.36708 -2.87373 1.64294
C10 -4.76866 -0.79792 -2.45217
C11 -3.84729 -0.86530 -3.48298
C12 -2.57614 -0.33218 -3.32516
C13 -2.17339 0.28380 -2.14212
C14 -3.11990 0.32589 -1.11148
C15 -4.39360 -0.19619 -1.25438
Si1 -0.39145 0.90186 -1.79067
C16 -0.69173 2.74093 -1.30524
C17 -1.86195 3.46505 -1.53883
C18 -1.98595 4.80183 -1.18991
C19 -0.92795 5.46456 -0.58943
C20 0.24721 4.76997 -0.33875
C21 0.35126 3.43346 -0.68819
C22 0.34422 1.14055 -3.54449
C23 -0.04627 2.14521 -4.43465
C24 0.53043 2.28050 -5.68583
C25 1.52801 1.40387 -6.08963
C26 1.93604 0.39751 -5.23060
C27 1.34636 0.27680 -3.97818
H8 -5.76286 -1.21362 -2.57342
H9 -4.11032 -1.35058 -4.41576
H10 -1.87330 -0.41683 -4.14594
H11 -2.85057 0.76664 -0.15854
H12 -5.09284 -0.13834 -0.42761
H13 -2.70578 2.96759 -2.00584
H14 -2.91392 5.32654 -1.39044
H15 -1.01866 6.50929 -0.31364
H16 1.08194 5.26484 0.14247
H17 1.27601 2.91237 -0.45992
H18 -0.81909 2.84548 -4.13744
H19 0.20524 3.07538 -6.34808
H20 1.99083 1.51405 -7.06423
H21 2.72120 -0.28947 -5.51627
H22 1.70174 -0.50860 -3.31938
F4 3.72980 -0.11568 -0.51275
C28 4.59157 -1.24933 -0.39737
F5 3.64334 -2.27076 -0.04932
C29 4.86559 -1.58264 -1.86323
F6 5.56684 -0.59589 -2.46717
F7 5.60808 -2.71130 -1.97478
F8 3.77763 -1.79471 -2.66652
C30 -1.72147 -5.71359 0.96980
N1 -1.42420 -5.33551 -0.39130
C31 -1.95011 -4.28396 -1.05339
N2 -2.93954 -3.59939 -0.43741
S2 -1.46004 -3.91786 -2.62091
H23 -1.16897 -6.62656 1.19162
H24 -2.78676 -5.93173 1.08279
H25 -1.43825 -4.95122 1.69384
H26 -0.59410 -5.69139 -0.83356
H27 -2.98242 -3.54897 0.57288
H28 -3.20659 -2.75254 -0.92216

Forces on the atoms, in the same order (eV/Å):
1.9 1.0 -1.9
0.0 0.1 0.1
-0.1 0.3 0.2
0.4 -0.3 0.2
0.2 0.0 0.2
0.0 0.0 0.0
0.1 -0.1 0.1
-0.2 0.2 0.0
0.1 0.0 0.0
0.2 0.0 0.2
-0.1 -0.1 -0.1
0.0 0.0 0.0
0.0 0.0 0.0
0.0 0.0 0.0
0.0 0.0 0.0
0.0 0.0 0.0
0.0 0.0 0.0
0.0 0.0 0.0
0.0 -0.1 0.2
-0.8 0.1 -0.6
0.2 0.0 0.1
0.4 -0.1 0.3
0.0 -0.5 -0.2
0.1 0.2 -0.1
-0.3 -1.0 0.7
-1.4 0.1 1.0
-0.1 0.0 0.1
0.0 -0.1 -0.1
0.1 0.0 -0.2
0.0 0.1 0.0
0.0 0.0 0.2
-0.1 -0.1 0.0
-0.1 0.1 0.0
-0.1 0.0 0.0
-0.1 -0.1 -0.1
-0.1 0.1 0.0
0.1 0.1 0.0
0.0 0.1 0.0
0.2 0.0 0.1
-0.1 0.0 -0.1
-0.1 0.1 0.1
0.0 0.1 -0.1
0.1 0.0 -0.1
0.0 0.0 0.0
0.2 -0.2 0.0
0.0 0.0 0.0
0.0 0.0 0.0
0.0 0.0 0.0
0.1 0.1 0.1
0.0 0.0 0.0
0.0 0.0 0.0
0.0 0.0 0.0
0.0 0.0 0.0
0.0 0.0 0.0
0.0 0.0 0.0
0.0 0.0 0.0
0.0 0.0 0.0
0.0 0.0 0.0
0.1 0.0 0.0
0.0 0.0 0.0
-0.2 0.1 0.0
0.2 0.0 -0.1
-0.2 -0.1 0.1
-0.1 0.0 0.0
0.0 0.0 0.1
0.0 0.0 0.0
0.1 0.0 0.1
-0.1 -0.2 0.1
0.2 0.2 -0.1
-0.2 -0.1 -0.3
0.1 0.2 -0.1
0.1 -0.1 0.2
0.0 0.0 0.0
0.0 0.0 0.0
0.0 0.0 0.0
-0.1 -0.1 0.0
0.0 -0.1 0.0
-0.1 0.0 0.0

## Properties
HOMO level	-1.63	eV
Kohn-Sham gap	5.67	eV
charge	-2